1.
This record from the OMol25 dataset describes an isolated molecule of C6H12O. The level of theory is ωB97M-V/def2-TZVPD.

```
19
Properties=species:S:1:pos:R:3:lowdin_charge:R:1
C 2.617 0.628 0.041 -0.110
O 1.581 0.590 0.996 -0.190
C 0.608 -0.423 0.856 -0.153
C -0.713 -0.127 0.018 -0.453
C -0.880 1.339 -0.209 -0.044
C -1.292 -1.087 -1.034 -0.097
C -1.874 -1.020 0.349 -0.116
H 2.218 0.682 -0.980 0.085
H 3.282 -0.249 0.119 0.090
H 3.210 1.533 0.227 0.091
H 0.845 -1.215 0.187 0.105
H 0.322 -0.655 1.886 0.132
H -0.036 1.724 -0.797 0.081
H -0.862 1.836 0.764 0.090
H -1.808 1.563 -0.735 0.083
H -0.800 -2.012 -1.342 0.097
H -1.894 -0.659 -1.840 0.099
H -1.676 -1.879 0.993 0.105
H -2.849 -0.570 0.503 0.103
```

## Properties
- HOMO-LUMO gap: 0.3844 Ha
- Relative energy (zero: lowest compared OMol25 entry of this formula, charge and spin): 222.3 kJ/mol
- Multiplicity: 1
- SMILES: COCC1(C)CC1

2.
This record from the OMol25 dataset describes an isolated molecule of C6H12O. The level of theory is ωB97M-V/def2-TZVPD.

```
19
Properties=species:S:1:pos:R:3:lowdin_charge:R:1
C 2.301 -1.130 -0.072 -0.119
C 0.818 -1.269 0.266 -0.261
C 0.244 0.027 0.868 -0.187
C -1.210 0.265 0.524 -0.245
C -1.715 1.664 0.260 -0.061
C -1.543 0.713 -0.876 -0.347
O -0.498 1.003 -1.761 -0.015
H 2.440 -0.331 -0.810 0.072
H 2.885 -0.859 0.814 0.074
H 2.725 -2.054 -0.478 0.069
H 0.666 -2.106 0.960 0.107
H 0.259 -1.534 -0.642 0.100
H 0.827 0.881 0.504 0.112
H 0.378 -0.002 1.957 0.117
H -1.923 -0.420 0.982 0.137
H -0.994 2.477 0.309 0.114
H -2.723 1.929 0.565 0.101
H -2.439 0.309 -1.349 0.141
H -0.141 0.161 -2.072 0.089
```

## Properties
- HOMO-LUMO gap: 0.3902 Ha
- Relative energy (zero: lowest compared OMol25 entry of this formula, charge and spin): 119.3 kJ/mol
- Multiplicity: 1
- SMILES: CCC[C@H]1C[C@H]1O

3.
This record from the OMol25 dataset describes a cluster of 2 separate species, C6H12O in total. The level of theory is ωB97M-V/def2-TZVPD.

```
19
Properties=species:S:1:pos:R:3:lowdin_charge:R:1
C 3.289 0.354 0.526 -0.112
C 1.968 0.260 1.261 -0.248
C 0.694 0.066 0.470 -0.326
C 0.708 0.044 -0.856 0.049
C -1.544 -0.816 0.927 0.017
C -0.453 -0.217 1.388 -0.134
H 3.716 -0.639 0.392 0.077
H 4.022 0.793 1.207 0.072
H 3.188 0.882 -0.408 0.059
H 1.774 1.175 1.843 0.118
H 2.048 -0.515 2.022 0.111
H -0.077 0.080 -1.593 0.060
H 1.683 -0.010 -1.362 0.056
H -2.478 -1.080 1.415 0.053
H -1.570 -1.182 -0.093 0.054
H -0.268 0.162 2.376 0.094
H -3.774 -0.356 -3.448 0.030
H -4.458 -0.117 -2.095 0.034
O -3.871 0.293 -2.745 -0.065
```

## Properties
- HOMO-LUMO gap: 0.3521 Ha
- Relative energy (zero: lowest compared OMol25 entry of this formula, charge and spin): 191.3 kJ/mol
- Multiplicity: 1
- SMILES: C=CC(=C)CC.O

4.
This record from the OMol25 dataset describes an isolated molecule of C6H12O. The level of theory is ωB97M-V/def2-TZVPD.

```
19
Properties=species:S:1:pos:R:3:lowdin_charge:R:1
C 2.292 -0.640 -0.369 -0.104
O 1.244 -0.824 0.542 -0.155
C 0.349 0.220 0.817 -0.318
C 0.198 1.473 -0.075 -0.109
C -1.340 1.220 -0.035 -0.133
C -1.142 -0.181 0.598 -0.290
C -1.374 -1.396 -0.302 -0.063
H 3.147 -0.112 0.079 0.090
H 1.988 -0.106 -1.279 0.077
H 2.608 -1.646 -0.656 0.090
H 0.488 0.555 1.855 0.147
H 0.581 2.404 0.367 0.107
H 0.615 1.404 -1.085 0.095
H -1.811 1.215 -1.020 0.102
H -1.872 1.913 0.621 0.102
H -1.676 -0.339 1.544 0.130
H -2.430 -1.699 -0.323 0.076
H -1.070 -1.209 -1.338 0.080
H -0.794 -2.252 0.060 0.076
```

## Properties
- HOMO-LUMO gap: 0.3793 Ha
- Relative energy (zero: lowest compared OMol25 entry of this formula, charge and spin): 159.8 kJ/mol
- Multiplicity: 1
- SMILES: CO[C@H]1CC[C@H]1C

5.
This record from the OMol25 dataset describes an isolated molecule of C6H12O. The level of theory is ωB97M-V/def2-TZVPD.

```
19
Properties=species:S:1:pos:R:3:lowdin_charge:R:1
C -1.396 1.142 -0.836 -0.108
C -1.399 -1.593 -0.121 -0.053
C -0.395 -1.210 0.660 -0.215
C 1.046 -1.146 0.224 -0.194
C 1.707 0.181 0.612 -0.170
C 0.816 1.365 0.176 -0.209
O -0.566 1.071 0.324 -0.247
H -2.428 0.854 -0.581 0.093
H -1.397 2.181 -1.153 0.084
H -1.109 0.502 -1.692 0.091
H -2.425 -1.598 0.232 0.059
H -1.217 -1.883 -1.152 0.061
H -0.574 -0.937 1.699 0.117
H 1.573 -1.985 0.695 0.113
H 1.110 -1.291 -0.862 0.116
H 2.701 0.277 0.146 0.112
H 1.889 0.205 1.695 0.110
H 1.039 2.241 0.801 0.120
H 1.026 1.624 -0.868 0.119
```

## Properties
- HOMO-LUMO gap: 0.3533 Ha
- Relative energy (zero: lowest compared OMol25 entry of this formula, charge and spin): 205.3 kJ/mol
- Multiplicity: 1
- SMILES: C=CCCCOC

6.
This record from the OMol25 dataset describes a cluster of 2 separate species, C6H12O in total. The level of theory is ωB97M-V/def2-TZVPD.

```
19
Properties=species:S:1:pos:R:3:lowdin_charge:R:1
C -2.290 0.212 0.729 -0.091
O -1.033 -0.343 1.057 -0.146
C -0.601 -1.333 0.238 -0.277
C -0.945 -1.564 -1.025 -0.007
C 1.805 -0.184 -1.018 -0.047
C 1.898 0.377 0.181 -0.263
C 1.384 1.746 0.515 -0.116
H -3.062 -0.562 0.828 0.099
H -2.317 0.615 -0.290 0.082
H -2.476 1.019 1.438 0.092
H 0.149 -1.932 0.748 0.122
H -0.480 -2.394 -1.543 0.058
H -1.572 -0.899 -1.609 0.055
H 1.307 0.322 -1.844 0.067
H 2.138 -1.201 -1.212 0.061
H 2.338 -0.194 1.001 0.099
H 2.214 2.454 0.632 0.071
H 0.727 2.119 -0.278 0.074
H 0.815 1.740 1.451 0.067
```

## Properties
- HOMO-LUMO gap: 0.3519 Ha
- Relative energy (zero: lowest compared OMol25 entry of this formula, charge and spin): 236.6 kJ/mol
- Multiplicity: 1
- SMILES: C=COC.C=CC